# C35H37AsClFIIrP

A molecular structure, C35H37AsClFIIrP (ωB97M-V with the def2-TZVPD basis set, OMol25).

CARTESIAN COORDINATES (ANGSTROEM)
Ir1 0.084 0.419 0.141
I1 2.480 -0.327 -1.034
C1 3.798 -0.846 2.899
C2 4.951 -1.382 3.407
C3 5.868 -0.588 4.129
C4 5.626 0.736 4.311
C5 4.436 1.324 3.817
C6 4.202 2.708 3.991
C7 3.066 3.295 3.519
C8 2.091 2.501 2.894
C9 2.273 1.155 2.705
P1 0.821 0.215 2.171
C10 -0.305 0.430 3.574
C11 -1.122 1.557 3.571
C12 -1.915 1.850 4.667
C13 -1.905 1.012 5.774
C14 -1.094 -0.112 5.784
C15 -0.289 -0.402 4.692
C16 1.396 -1.514 2.300
C17 0.528 -2.565 2.409
C18 1.011 -3.864 2.269
C19 2.344 -4.145 1.951
C20 3.225 -3.114 1.838
C21 2.824 -1.731 2.070
C22 3.481 0.527 3.134
H1 5.185 -2.426 3.258
H2 6.766 -1.045 4.520
H3 6.334 1.362 4.838
H4 4.948 3.294 4.513
H5 2.893 4.354 3.653
H6 1.157 2.963 2.596
H7 -1.152 2.191 2.695
H8 -2.551 2.726 4.655
H9 -2.529 1.236 6.629
H10 -1.081 -0.764 6.647
H11 0.357 -1.268 4.731
H12 -0.532 -2.401 2.543
H13 0.311 -4.687 2.362
H14 2.653 -5.164 1.767
H15 4.242 -3.294 1.511
H16 2.966 -1.261 1.010
Cl1 -5.280 5.475 -0.432
C23 -4.356 4.033 -0.165
C24 -4.207 3.538 1.120
C25 -3.451 2.393 1.326
C26 -2.823 1.732 0.270
C27 -1.986 0.512 0.469
C28 -3.048 2.222 -1.018
C29 -3.796 3.366 -1.244
H17 -4.688 4.040 1.948
H18 -3.373 1.995 2.327
H19 -2.223 -0.202 -0.334
H20 -2.244 0.005 1.400
H21 -2.631 1.692 -1.867
H22 -3.959 3.735 -2.248
C30 -0.216 5.587 0.315
C31 -0.599 4.137 0.593
As1 0.524 2.790 -0.281
C32 0.044 3.071 -2.161
C33 0.046 1.795 -2.993
C34 2.247 3.710 -0.122
C35 3.519 3.048 -0.622
H23 -1.004 6.247 0.679
H24 -0.107 5.777 -0.754
H25 0.712 5.877 0.806
H26 -1.608 3.947 0.231
H27 -0.616 3.935 1.666
H28 0.722 3.815 -2.581
H29 -0.953 3.516 -2.135
H30 1.045 1.380 -3.103
H31 -0.359 1.983 -3.988
H32 -0.581 1.014 -2.544
H33 2.351 3.990 0.927
H34 2.064 4.638 -0.667
H35 3.799 2.198 -0.001
H36 4.333 3.775 -0.597
H37 3.422 2.685 -1.644
F1 -0.373 -1.529 0.136

Summary:
Net charge ... +1
Frontier orbital gap ... 5.508 eV
LUMO energy ... -5.0 eV
Spin multiplicity ... 1